# 1
# C32H29N3O2P2Pd

A structure of composition C32H29N3O2P2Pd (the ωB97M-V functional and the def2-TZVPD basis, the OMol25 dataset).

Each line ends with the Mulliken charge.
CARTESIAN COORDINATES (ANGSTROEM)
Pd: 0.9852 1.0839 -0.4205  -0.58
C: -2.6959 -0.8839 -1.9546  -0.75
N: -1.5813 -0.3595 -1.1345  0.20
P: 0.0504 -0.8665 -1.3509  1.03
C: 0.0894 -2.6391 -1.1836  0.57
C: 0.4316 -3.1914 0.0542  -0.11
C: 0.4212 -4.5673 0.2247  -1.04
C: 0.0704 -5.3882 -0.8389  -0.63
C: -0.2667 -4.8433 -2.0734  -0.79
C: -0.2572 -3.4698 -2.2535  -0.45
C: 0.5482 -0.4494 -3.0205  1.10
C: -0.0117 0.6503 -3.6811  -0.43
C: 0.4984 1.0636 -4.9032  -0.91
C: 1.5726 0.3921 -5.4684  -0.55
C: 2.1398 -0.6995 -4.8159  -0.76
C: 1.6358 -1.1190 -3.5985  -0.57
P: -1.5832 1.1553 -0.4131  1.24
C: -3.2333 1.8178 -0.3374  0.12
C: -3.6260 2.8028 -1.2450  -0.23
C: -4.9183 3.3071 -1.1812  -0.82
C: -5.7989 2.8276 -0.2219  -0.47
C: -5.4036 1.8471 0.6863  -0.78
C: -4.1172 1.3421 0.6393  -0.16
C: -0.9200 0.9563 1.2458  0.34
C: -0.8438 -0.2934 1.8954  -0.70
C: -0.4383 -0.3531 3.2106  -0.79
C: -0.1034 0.8180 3.8954  -0.51
C: -0.2018 2.0603 3.2754  -0.89
C: -0.6043 2.1346 1.9570  -0.39
H: -2.6329 -1.9704 -1.9643  0.29
H: -2.6494 -0.5106 -2.9776  0.35
H: -3.6448 -0.5979 -1.5081  0.39
H: 0.7130 -2.5488 0.8808  0.51
H: 0.6888 -4.9991 1.1803  0.49
H: 0.0636 -6.4626 -0.7078  0.42
H: -0.5337 -5.4910 -2.8977  0.44
H: -0.5091 -3.0519 -3.2208  0.51
H: -0.8664 1.1695 -3.2653  0.24
H: 0.0509 1.9040 -5.4171  0.47
H: 1.9664 0.7126 -6.4242  0.42
H: 2.9728 -1.2257 -5.2628  0.45
H: 2.0847 -1.9699 -3.0997  0.42
H: -2.9350 3.1742 -1.9926  0.42
H: -5.2351 4.0726 -1.8770  0.43
H: -6.8054 3.2231 -0.1730  0.43
H: -6.0985 1.4854 1.4328  0.44
H: -3.8032 0.5895 1.3536  0.41
H: -1.1305 -1.1949 1.3689  0.97
H: -0.3885 -1.3081 3.7179  0.53
H: 0.2404 0.7677 4.9205  0.46
H: 0.0473 2.9575 3.8269  0.52
H: -0.6914 3.1000 1.4712  0.58
N: 4.5120 2.3504 4.5678  -0.31
C: 3.4617 1.5060 4.4803  0.13
O: 2.5551 1.4517 5.2874  -0.57
C: 3.4226 0.6156 3.2670  -0.06
C: 3.8191 -0.7114 3.3284  -0.31
C: 3.6284 -1.5160 2.2163  -0.77
C: 3.0008 -0.9812 1.1075  -0.65
N: 2.5913 0.2916 1.0481  -0.13
C: 2.8334 1.0742 2.1036  -0.02
H: 4.5926 2.9375 5.3837  0.29
H: 5.2871 2.2959 3.9307  0.22
H: 4.2699 -1.1075 4.2305  0.52
H: 3.9467 -2.5495 2.2100  0.48
H: 2.8137 -1.5868 0.2295  0.77
H: 2.5027 2.1038 2.0345  0.52
O: 2.2314 3.9244 -1.0408  -0.15
C: 1.7894 2.9407 -0.7373  0.21

Results
total charge	+2
orbital gap (alpha / beta)	8.00 / 6.01	eV
spin multiplicity	3
E_HOMO (alpha / beta)	-13.4366 / -14.5963	eV

***

# 2
# C41H38IN2O2P2Ti

A structure of composition C41H38IN2O2P2Ti (the ωB97M-V functional and the def2-TZVPD basis, the OMol25 dataset).

Each line ends with the Mulliken charge.
CARTESIAN COORDINATES (ANGSTROEM)
Ti: 0.2384 0.0385 -0.1014  -0.18
C: 2.5836 2.9106 -2.7634  -1.32
C: 1.6918 3.5208 -1.7350  -0.12
N: 1.7137 4.8463 -1.6039  -0.44
C: 0.9061 5.4596 -0.7502  -0.99
C: -0.0437 4.8216 0.0494  0.44
C: -0.9277 5.6447 0.9529  -0.72
O: -2.2586 5.1549 0.8857  -0.54
C: -0.0741 3.4198 -0.0408  -0.18
C: -1.1305 2.6338 0.5415  -0.56
N: -1.2000 1.3270 0.5523  0.71
C: -2.5238 0.7832 0.7442  -0.73
C: -3.2675 1.0412 1.8854  0.03
C: -4.5365 0.4927 2.0035  -0.97
C: -5.0490 -0.3201 0.9996  -0.68
C: -4.3092 -0.5833 -0.1463  -0.57
C: -3.0502 -0.0167 -0.2665  0.64
I: -1.9254 -0.3394 -2.0133  0.32
C: 0.8259 2.8071 -0.9206  1.17
O: 0.8110 1.4416 -0.9344  -0.04
H: 2.3097 3.2959 -3.7458  0.47
H: 2.5215 1.8235 -2.7817  0.14
H: 3.6121 3.2079 -2.5678  0.32
H: 0.9931 6.5401 -0.7136  0.39
H: -0.8679 6.6868 0.6357  0.47
H: -0.5499 5.5927 1.9812  0.28
H: -2.8782 5.8654 1.0826  0.33
H: -1.9994 3.1876 0.8949  1.06
H: -2.8521 1.6497 2.6792  0.64
H: -5.1270 0.6954 2.8862  0.48
H: -6.0358 -0.7509 1.1013  0.46
H: -4.7202 -1.2078 -0.9281  0.51
C: 1.8916 -1.5814 -1.8922  -0.08
C: 3.1435 -1.0796 -1.1453  -1.22
P: 2.7407 -0.2417 0.4311  1.02
C: 3.2630 -1.0461 1.9383  1.37
C: 4.3609 -1.9057 1.9407  -0.57
C: 4.8621 -2.3617 3.1494  -0.81
C: 4.2810 -1.9525 4.3436  -0.73
C: 3.1925 -1.0884 4.3384  -0.81
C: 2.6810 -0.6332 3.1345  -0.40
C: 3.5225 1.3771 0.4491  1.47
C: 3.0118 2.3471 1.3132  -0.16
C: 3.6674 3.5547 1.4720  -0.86
C: 4.8511 3.7951 0.7812  -0.70
C: 5.3789 2.8222 -0.0553  -0.88
C: 4.7200 1.6119 -0.2239  -0.74
C: 1.3151 -2.9556 -1.5149  -1.21
P: 1.8389 -3.6475 0.1102  0.28
C: 0.6587 -2.8746 1.2864  0.18
C: 0.9258 -3.1552 2.6282  -1.00
C: 0.0488 -2.7851 3.6306  -0.90
C: -1.1375 -2.1164 3.3290  -0.85
C: -1.4295 -1.8206 2.0140  -0.27
C: -0.5109 -2.1398 0.9885  0.27
C: 1.1797 -5.3289 0.0284  0.80
C: 2.1060 -6.3688 -0.0338  -0.48
C: 1.6686 -7.6810 -0.1506  -0.69
C: 0.3118 -7.9579 -0.1933  -0.51
C: -0.6196 -6.9262 -0.1217  -0.76
C: -0.1866 -5.6172 -0.0129  -0.14
H: 2.1126 -1.5776 -2.9635  0.73
H: 1.1142 -0.7715 -1.9021  -0.42
H: 3.6186 -0.2975 -1.7408  0.73
H: 3.8690 -1.8782 -0.9910  0.59
H: 4.8188 -2.2307 1.0159  0.33
H: 5.7117 -3.0306 3.1606  0.50
H: 4.6847 -2.3038 5.2836  0.46
H: 2.7475 -0.7704 5.2714  0.53
H: 1.8254 0.0381 3.1451  0.22
H: 2.1078 2.1616 1.8907  0.31
H: 3.2710 4.3018 2.1464  0.54
H: 5.3720 4.7337 0.9110  0.46
H: 6.3136 2.9998 -0.5694  0.49
H: 5.1726 0.8659 -0.8647  0.44
H: 1.7324 -3.6904 -2.2113  0.59
H: 0.2378 -2.9946 -1.7051  0.54
H: 1.8253 -3.7045 2.8849  0.50
H: 0.2697 -3.0463 4.6575  0.50
H: -1.8472 -1.8857 4.1115  0.55
H: -2.3937 -1.4066 1.7627  0.61
H: -0.8938 -2.1759 -0.0376  0.54
H: 3.1677 -6.1584 0.0108  0.39
H: 2.3888 -8.4858 -0.2027  0.43
H: -0.0269 -8.9814 -0.2788  0.42
H: -1.6773 -7.1488 -0.1493  0.44
H: -0.9207 -4.8207 0.0470  0.15

Results
total charge	+3
orbital gap	4.81	eV
spin multiplicity	1
E_HOMO	-15.6105	eV

***

# 3
# C6H10BrNO2

An isolated molecule of C6H10BrNO2 at a distorted geometry (the ωB97M-V functional and the def2-TZVPD basis, the OMol25 dataset).

Each line ends with the Mulliken charge.
CARTESIAN COORDINATES (ANGSTROEM)
C: -1.0417 -2.2839 -1.7634  -1.06
C: -0.0864 -1.5845 -0.9044  0.29
Br: 1.3902 -2.4825 -0.1735  -0.12
C: -0.3774 0.0129 -0.1155  -0.13
C: 0.7340 0.4385 0.7407  0.99
C: 0.1273 0.8367 2.0507  -1.68
C: 1.5834 1.5172 0.0312  -1.38
N: -1.5620 0.6869 -0.3601  0.99
O: -2.3295 0.2727 -1.2031  -0.72
O: -1.6873 1.7797 0.1023  -0.62
H: -0.6937 -2.3605 -2.7572  0.33
H: -1.8944 -1.5806 -1.8614  0.31
H: -1.2002 -3.1580 -1.3138  0.42
H: 1.5041 -0.3128 0.9079  0.14
H: -0.1653 -0.0756 2.5448  0.36
H: 0.8884 1.2535 2.5942  0.48
H: -0.7373 1.4901 2.0832  0.35
H: 1.0459 2.3010 -0.5494  0.31
H: 2.2441 1.0478 -0.6638  0.38
H: 2.2578 2.2013 0.6105  0.36

Results
structure (SMILES)	C/C(Br)=C(/C(C)C)[N+](=O)[O-]
total charge	0
orbital gap (alpha / beta)	7.19 / 8.26	eV
spin multiplicity	1
E_HOMO (alpha / beta)	-8.6860 / -9.1408	eV

***

# 4
# C9H8N2O3S

An isolated molecule of C9H8N2O3S at a distorted geometry (the ωB97M-V functional and the def2-TZVPD basis, the OMol25 dataset).

Each line ends with the Mulliken charge.
CARTESIAN COORDINATES (ANGSTROEM)
O: -4.6258 -0.9620 -1.0582  -0.57
C: -3.5209 -0.5085 -0.8523  0.15
N: -2.4220 -1.3254 -0.4997  -0.20
N: -1.2558 -0.7672 -0.2895  -0.08
C: -0.2650 -1.3946 0.1970  -0.29
C: 1.0012 -0.7644 0.2956  0.97
C: 2.1051 -1.3790 0.9068  -0.49
C: 3.3302 -0.7905 1.0852  -0.53
C: 3.5899 0.4732 0.6609  -0.53
C: 2.5920 1.1258 0.0167  -0.44
C: 1.2614 0.5739 -0.1558  -0.40
C: -3.2542 0.9576 -0.4689  0.94
O: -2.9257 1.2236 0.6156  -0.45
O: -3.0412 1.7186 -1.4888  -0.33
S: -2.5122 3.3642 -1.3676  -0.05
H: -2.5628 -2.3767 -0.3527  0.29
H: -0.0563 -2.5057 0.3342  0.17
H: 1.8150 -2.4067 1.2771  0.18
H: 4.1560 -1.3896 1.4883  0.31
H: 4.5103 0.8981 0.8505  0.47
H: 2.9404 2.1166 -0.2945  0.28
H: 0.6270 1.1250 -0.8066  0.41
H: -1.4864 2.9937 -0.0934  0.16

Results
structure (SMILES)	O=C(N/N=C/c1ccccc1)C(=O)OS
total charge	0
orbital gap	8.61	eV
spin multiplicity	1
E_HOMO	-8.7208	eV

***

# 5
# C21H20Cl2N4O2

An isolated molecule of C21H20Cl2N4O2 (the ωB97M-V functional and the def2-TZVPD basis, the OMol25 dataset).

Each line ends with the Mulliken charge.
CARTESIAN COORDINATES (ANGSTROEM)
C: -2.1559 -2.8309 2.0511  -0.99
O: -1.0552 -2.4647 1.2357  -0.16
C: -0.0107 -3.3740 1.2595  0.35
C: -0.0051 -4.4300 0.3607  -0.40
C: 1.0156 -5.3628 0.3729  -0.64
C: 2.0376 -5.2532 1.2995  -0.45
C: 2.0432 -4.1926 2.1848  0.74
Cl: 3.3206 -4.0544 3.3492  -0.23
C: 1.0380 -3.2192 2.1807  -0.48
N: 1.0929 -2.1698 3.0846  -0.16
C: 0.2952 -1.0101 3.0404  0.33
O: -0.4415 -0.7267 3.9624  -0.68
N: 0.5034 -0.2027 1.9787  0.26
C: 1.4889 -0.3622 0.9389  -1.15
C: 0.8215 -0.4423 -0.4396  -0.73
N: 0.0125 0.7458 -0.6202  0.31
C: -0.2820 1.1772 -1.9013  0.09
C: -0.1626 0.3651 -3.0163  -0.41
C: -0.5304 0.8595 -4.2711  -0.60
N: -0.9934 2.0600 -4.4878  -0.70
C: -1.0545 2.9070 -3.4416  0.20
C: -1.4920 4.2239 -3.6928  -0.71
C: -1.4958 5.1450 -2.6829  0.40
Cl: -2.0289 6.7617 -2.9834  -0.22
C: -1.0387 4.8148 -1.3988  -0.88
C: -0.6390 3.5343 -1.1305  -0.30
C: -0.6748 2.5343 -2.1218  0.64
C: -1.0149 0.8248 0.4057  -0.70
C: -0.3506 0.9460 1.7758  -1.06
H: -2.9408 -2.1070 1.8403  0.29
H: -2.5073 -3.8383 1.8078  0.36
H: -1.8979 -2.7804 3.1129  0.34
H: -0.8231 -4.5144 -0.3387  0.48
H: 1.0097 -6.1817 -0.3282  0.41
H: 2.8312 -5.9821 1.3362  0.44
H: 1.3530 -2.4399 4.0254  0.34
H: 2.0931 -1.2499 1.1157  0.30
H: 2.1430 0.5198 0.9564  0.47
H: 1.5994 -0.4694 -1.2042  0.73
H: 0.2181 -1.3580 -0.4979  0.35
H: 0.1562 -0.6610 -2.9301  0.45
H: -0.4733 0.2147 -5.1393  0.38
H: -1.7975 4.4744 -4.6954  0.50
H: -0.9971 5.5780 -0.6378  0.43
H: -0.2467 3.2977 -0.1541  0.49
H: -1.6763 1.6683 0.2158  0.74
H: -1.6108 -0.1002 0.3945  0.08
H: -1.0938 0.9628 2.5735  0.41
H: 0.2555 1.8584 1.8243  0.34

Results
structure (SMILES)	COc1cccc(Cl)c1NC(=O)N1CCN(c2ccnc3cc(Cl)ccc23)CC1
total charge	0
orbital gap	8.53	eV
spin multiplicity	1
E_HOMO	-8.2984	eV

***

# 6
# C3H7N3O2

An isolated molecule of C3H7N3O2 at a distorted geometry (the ωB97M-V functional and the def2-TZVPD basis, the OMol25 dataset).

Each line ends with the Mulliken charge.
CARTESIAN COORDINATES (ANGSTROEM)
H: 1.6077 0.9601 -0.0946  0.34
N: 2.2767 0.2427 -0.4678  -0.69
C: 1.8794 -0.9939 -0.2213  0.00
N: 0.7538 -1.3126 0.6383  -0.25
O: -0.0831 -0.1747 1.0533  -0.27
C: -0.8048 0.4498 0.0157  0.60
C: -0.5183 1.8617 0.1334  -0.78
N: -1.6850 -0.1515 -0.6354  -0.47
O: -1.7993 -1.5422 -0.0134  -0.46
H: 2.1552 -1.9746 -0.6166  0.33
H: 0.0809 -1.9679 0.1546  0.38
H: -1.1832 2.3760 -0.6556  0.31
H: -0.9167 2.0646 1.2639  0.24
H: 0.6423 2.1555 0.1474  0.35
H: -2.4055 -1.9929 -0.7018  0.36

Results
structure (SMILES)	[H]/N=C\NO/C(C)=N\O
total charge	0
orbital gap	10.33	eV
spin multiplicity	1
E_HOMO	-9.7326	eV

***

Energy above the lowest of the compared OMol25 structures with the same formula, charge and spin? In order: 85.2; 193.9; 670.3; 283.8; 0.0; 667.5 kJ/mol.